--- P ---
This record from the Open Molecules 2025 dataset describes a cluster of 2 separate species, CH4OS2 in total. The level of theory is ωB97M-V with the def2-TZVPD basis set.

Results
* Kohn-Sham gap: 7.60 eV
* charge: 0
* SMILES: C=O.SS

Cartesian coordinates (Å):
C  -1.21499  -0.25976  1.50172
O  -1.34399  0.79744  0.93775
H  -0.89220  -1.13694  0.89955
H  -1.17559  -0.20611  2.61233
S  0.81359  0.71560  -1.81033
S  2.04457  -0.45940  -0.47652
H  -0.31985  1.46319  -1.90699
H  2.08846  -0.91401  -1.75752

Here are the Mulliken charges for atoms 1 to 6, given in e: -0.14 -0.35 0.25 0.24 -0.25 -0.14

--- Q ---
This record from the Open Molecules 2025 dataset describes a cluster of 2 separate species, CH4OS2 in total. The level of theory is ωB97M-V with the def2-TZVPD basis set.

Results
* Kohn-Sham gap: 10.03 eV
* charge: 0
* SMILES: C=O.SS

Cartesian coordinates (Å):
C  -1.69576  0.99741  -1.49921
O  -1.73981  1.36620  -0.35607
H  -1.01525  1.57950  -2.06711
H  -2.21584  0.16128  -1.83151
S  0.56988  -0.60401  1.41284
S  1.07417  -0.60192  -0.47614
H  -0.68460  -0.08489  1.37988
H  1.70384  0.72495  -0.62469

Here are the Mulliken charges for atoms 1 to 6, given in e: -0.18 -0.39 0.29 0.29 -0.13 -0.23

The structure with the most favorable energy is Q; the runner-up is 1.700 eV above it.

--- P ---
This record from the Open Molecules 2025 dataset describes an isolated molecule of C3H8N4O. The level of theory is ωB97M-V with the def2-TZVPD basis set.

Results
* Kohn-Sham gap: 9.29 eV
* charge: 0
* SMILES: CN(C=O)/N=C\NN

Cartesian coordinates (Å):
C  1.48284  -1.13842  1.01705
N  0.74113  -0.46242  0.01075
C  1.15164  0.65422  -0.64101
O  2.14127  1.27986  -0.46213
N  -0.28235  -1.25577  -0.58538
C  -1.51365  -0.83003  -0.61102
N  -2.08011  0.34372  -0.03083
N  -1.52574  1.24774  0.86042
H  0.81949  -1.50856  1.86502
H  2.11200  -1.89732  0.48435
H  2.16924  -0.29106  1.41278
H  0.33980  0.69173  -1.48004
H  -2.22869  -1.46336  -1.07244
H  -3.12609  0.21493  0.03531
H  -1.05602  0.85868  1.69673
H  -0.85535  1.92858  0.38042

Here are the Mulliken charges for atoms 1 to 6, given in e: -0.88 0.58 0.05 -0.55 -0.81 -0.05

--- Q ---
This record from the Open Molecules 2025 dataset describes an isolated molecule of C3H8N4O. The level of theory is ωB97M-V with the def2-TZVPD basis set.

Results
* Kohn-Sham gap: 8.17 eV
* charge: 0
* SMILES: [H]/N=C(NC)\C(O)=N\N

Cartesian coordinates (Å):
H  -0.57689  2.57990  0.50235
N  0.32804  2.11977  0.47546
C  0.33879  1.09934  -0.26726
N  1.33842  0.11214  -0.18291
C  2.03505  -0.17616  1.05888
C  -0.67457  -0.00768  -0.62174
O  -0.82035  -0.34987  -1.95240
N  -1.37660  -0.48576  0.32445
N  -2.41114  -1.35038  0.06717
H  1.44770  -0.56746  -0.91935
H  3.11605  -0.14608  0.87549
H  1.79278  0.55954  1.81466
H  1.74879  -1.15563  1.45502
H  -0.37601  0.31263  -2.49236
H  -3.14597  -1.21956  0.74962
H  -2.76409  -1.32473  -0.88708

Here are the Mulliken charges for atoms 1 to 6, given in e: 0.25 -0.73 0.50 -0.24 -0.83 0.46

The structure with the most favorable energy is P; the runner-up is 0.127 eV above it.

--- P ---
This record from the Open Molecules 2025 dataset describes an isolated molecule of C6H9I. The level of theory is ωB97M-V with the def2-TZVPD basis set.

Results
* Kohn-Sham gap: 9.04 eV
* charge: 0
* SMILES: C[C@H]1[C@@]2(C)C[C@]12I

Cartesian coordinates (Å):
C  0.90619  2.03663  -0.29928
C  -0.24480  0.79409  -0.65226
C  -0.33163  -0.55991  -0.05162
C  -0.18556  -1.92571  -0.61243
C  -0.72988  -0.29936  1.37464
C  -1.45333  0.38400  0.21005
I  -3.60005  0.14721  0.05580
H  1.20331  2.25531  0.82285
H  0.45202  2.87967  -0.79056
H  1.87852  1.75948  -0.74241
H  -0.44817  0.77877  -1.71953
H  0.11929  -2.74729  0.13366
H  0.57835  -1.94606  -1.37888
H  -1.05983  -2.36210  -1.04548
H  -1.03109  -1.16922  1.96165
H  -0.20755  0.44813  1.97032

Here are the Mulliken charges for atoms 1 to 6, given in e: -1.11 -0.01 0.83 -1.42 -0.71 -0.37

--- Q ---
This record from the Open Molecules 2025 dataset describes an isolated molecule of C6H9I. The level of theory is ωB97M-V with the def2-TZVPD basis set.

Results
* Kohn-Sham gap (alpha / beta): 8.58 / 7.70 eV
* charge: 0

Cartesian coordinates (Å):
C  -0.84862  -1.35818  0.37352
C  -1.26797  -0.74861  1.39836
C  -0.37025  -0.45293  -0.70375
C  -0.43271  0.96692  -0.00409
C  0.97212  -0.86382  -1.31227
C  0.59662  1.69590  0.78348
I  -2.19358  1.89660  -0.60024
H  -0.78968  -2.46058  0.17222
H  -1.55518  -0.93520  2.42343
H  -1.02388  -0.34442  -1.55112
H  1.14319  -0.70697  -2.38449
H  1.14104  -1.88602  -1.14879
H  1.73210  -0.33885  -0.71643
H  1.27953  1.05502  1.50843
H  0.26419  2.29319  1.56613
H  1.35307  2.18796  0.19561

Here are the Mulliken charges for atoms 1 to 6, given in e: 0.04 -0.84 0.21 -0.05 -1.28 -1.22

The structure with the most favorable energy is P; the runner-up is 1.929 eV above it.

--- P ---
This record from the Open Molecules 2025 dataset describes an isolated molecule of C3H3NO. The level of theory is ωB97M-V with the def2-TZVPD basis set.

Results
* Kohn-Sham gap (alpha / beta): 8.14 / 10.23 eV
* 2S+1: 3
* charge: 0

Cartesian coordinates (Å):
C  -1.61130  -0.15173  -0.08351
C  -1.88339  -2.58527  0.13883
C  -0.19097  0.13430  -0.02913
N  -1.89466  -1.39554  0.16879
O  -2.02108  -3.74466  0.12654
H  -0.01323  0.82454  0.75551
H  0.12096  0.89961  -0.74422
H  0.44296  -0.90777  -0.02543

Here are the Mulliken charges for atoms 1 to 6, given in e: 0.04 0.47 -0.57 -0.21 -0.45 0.23

--- Q ---
This record from the Open Molecules 2025 dataset describes a cluster of 2 separate species, C3H3NO in total. The level of theory is ωB97M-V with the def2-TZVPD basis set.

Results
* Kohn-Sham gap (alpha / beta): 5.50 / 8.29 eV
* 2S+1: 3
* charge: 0

Cartesian coordinates (Å):
C  2.45875  -0.56408  0.18698
C  1.44731  -0.08489  -0.24360
C  -2.16415  0.68471  0.39497
N  -1.49856  -0.01949  -0.30738
O  -2.67735  1.53681  0.94252
H  3.40751  -0.99720  0.42619
H  0.47511  0.22962  -0.49242
H  -1.44861  -0.78548  -0.90727

Here are the Mulliken charges for atoms 1 to 6, given in e: -0.64 -0.41 0.48 -0.41 -0.36 0.40

The structure with the most favorable energy is P; the runner-up is 3.855 eV above it.

--- P ---
This record from the Open Molecules 2025 dataset describes a cluster of 4 separate species, C4H13NO3 in total. The level of theory is ωB97M-V with the def2-TZVPD basis set.

Results
* Kohn-Sham gap: 9.66 eV
* charge: 0
* SMILES: C=N/C=C/C.O.O.O

Cartesian coordinates (Å):
C  -1.99444  -1.52229  0.27934
N  -1.61056  -0.40522  -0.21350
C  -1.28013  0.55988  0.75790
C  -0.92837  1.76340  0.29702
C  -0.48931  2.81979  1.24091
H  -2.10595  -1.68532  1.34314
H  -2.30829  -2.35605  -0.41019
H  -1.04177  0.26876  1.76369
H  -1.03078  1.80418  -0.79296
H  0.57007  2.91389  1.49717
H  -0.93848  2.77797  2.21662
H  -0.76594  3.76183  0.75935
O  0.71221  -3.09638  -0.40094
H  1.42197  -3.26697  0.21263
H  0.78338  -2.42512  -1.08001
O  0.53360  -1.13255  -2.49103
H  -0.15172  -1.32638  -1.81886
H  1.24746  -1.77871  -2.60567
O  3.51697  0.66238  -0.03304
H  3.11800  1.52270  -0.23224
H  2.74208  0.14021  -0.28934

Here are the Mulliken charges for atoms 1 to 6, given in e: -0.19 -0.45 -0.24 -0.01 -1.18 0.24

--- Q ---
This record from the Open Molecules 2025 dataset describes a cluster of 3 separate species, C4H13NO3 in total. The level of theory is ωB97M-V with the def2-TZVPD basis set.

Results
* Kohn-Sham gap: 10.69 eV
* charge: 0
* SMILES: CCCNC=O.O.O

Cartesian coordinates (Å):
C  -0.06559  -0.73930  -2.17416
C  -0.44382  0.74491  -1.96897
C  0.16181  1.22438  -0.57547
N  1.45959  0.65915  -0.43332
C  2.12754  0.83464  0.70818
O  1.46092  1.06017  1.74436
H  -0.55709  -1.06599  -3.10646
H  -0.47243  -1.39989  -1.41891
H  1.08580  -0.90421  -2.29713
H  -1.46918  0.97304  -2.14719
H  -0.06807  1.28642  -2.82134
H  -0.46890  0.83686  0.20819
H  0.11386  2.28354  -0.34886
H  1.94911  0.36418  -1.28284
H  3.16536  0.68697  0.87535
O  -1.20687  0.24981  2.26600
H  -1.56165  0.83838  3.14707
H  -0.24491  0.45074  2.14330
O  -1.46031  -3.10167  2.41976
H  -2.19232  -3.11352  3.01098
H  -1.31286  -2.16863  2.05147

Here are the Mulliken charges for atoms 1 to 6, given in e: -0.94 -0.73 -0.35 0.02 -0.04 -0.67

The structure with the most favorable energy is Q; the runner-up is 1.264 eV above it.